The following is a DFT calculation (ωB97M-V with the def2-TZVPD basis set) of a cluster of 13 separate species, C42H96N4O36S9 in total.

The geometry in XYZ format:
```
187
Properties=species:S:1:pos:R:3:forces:R:3:lowdin_charge:R:1
C -3.822 2.821 6.096 0.17 0.95 1.29 -0.081
C -2.985 3.770 5.260 0.67 -0.22 0.03 -0.251
N -1.556 3.440 5.424 -1.05 -0.59 -0.25 -0.183
C -1.001 4.049 6.619 1.13 0.98 -0.16 -0.261
C 0.468 3.680 6.826 0.00 -0.28 -0.25 -0.093
C -0.789 3.634 4.195 -0.34 0.42 0.03 -0.251
C -0.802 5.070 3.634 1.57 0.05 0.51 -0.065
H -3.659 1.785 5.816 -0.52 0.01 -0.32 0.064
H -4.847 3.174 6.213 -0.27 -0.56 -0.75 0.078
H -3.505 2.887 7.145 0.40 -0.05 -0.09 0.062
H -3.243 3.694 4.202 0.00 -0.22 -0.01 0.108
H -3.124 4.830 5.510 -0.36 -0.01 0.24 0.114
H -1.039 5.148 6.537 -0.14 0.16 0.04 0.111
H -1.499 3.839 7.565 -0.63 -0.53 -0.45 0.110
H 0.580 2.621 6.577 0.20 0.00 0.08 0.077
H 1.118 4.266 6.173 0.06 -0.09 -0.02 0.059
H 0.793 3.836 7.854 -0.11 0.06 0.03 0.072
H -1.155 3.014 3.374 -0.44 -0.44 0.43 0.084
H 0.187 3.224 4.433 0.41 0.48 -0.44 0.071
H -0.194 5.143 2.727 -0.26 -0.23 -0.21 0.063
H -0.235 5.711 4.317 -0.40 0.25 0.15 0.067
H -1.782 5.498 3.439 -0.10 -0.18 0.10 0.071
C 5.819 -6.096 -2.766 -1.03 -0.15 -0.05 -0.072
C 4.634 -6.774 -2.030 1.63 -1.30 0.89 -0.254
N 3.899 -5.973 -1.059 -0.39 0.09 -0.86 -0.167
C 3.079 -5.008 -1.808 0.51 0.39 1.59 -0.230
C 2.043 -4.343 -0.911 -0.47 0.38 0.15 -0.068
C 4.801 -5.351 -0.082 -0.27 -0.61 0.37 -0.232
C 5.611 -6.395 0.725 0.68 0.49 -0.34 -0.064
H 6.585 -5.819 -2.044 0.03 0.29 -0.12 0.059
H 5.424 -5.244 -3.322 0.42 0.22 -0.02 0.057
H 6.276 -6.777 -3.483 -0.10 -0.08 0.01 0.073
H 3.982 -7.335 -2.699 -0.34 0.57 -0.16 0.117
H 5.098 -7.583 -1.450 -0.04 -0.01 -0.09 0.095
H 3.734 -4.200 -2.175 -0.04 0.12 -0.23 0.101
H 2.654 -5.494 -2.684 -0.22 -0.11 0.14 0.108
H 1.585 -3.546 -1.502 -0.25 -0.01 0.19 0.057
H 1.271 -4.968 -0.457 -0.05 -0.46 -0.72 0.087
H 2.441 -3.881 -0.004 0.58 0.23 -0.37 0.043
H 4.269 -4.781 0.676 -0.57 0.07 -0.41 0.074
H 5.449 -4.624 -0.585 0.29 0.04 0.07 0.101
H 5.640 -6.161 1.789 -0.19 0.09 0.00 0.054
H 6.654 -6.351 0.401 0.03 -0.31 -0.02 0.068
H 5.268 -7.423 0.631 -0.23 0.12 -0.11 0.074
C -3.972 3.498 -4.426 0.92 -0.31 0.37 -0.058
C -3.412 3.750 -3.012 -1.21 0.20 0.66 -0.226
N -4.576 4.096 -2.149 0.69 0.83 -0.14 -0.173
C -4.218 3.994 -0.727 0.13 -1.06 -0.23 -0.232
C -4.119 2.508 -0.367 0.20 -0.48 0.32 -0.077
C -4.952 5.456 -2.465 -1.18 2.23 -0.32 -0.303
C -6.273 5.926 -1.858 -0.14 -0.51 1.13 -0.096
H -3.229 2.963 -5.020 -0.06 0.25 -0.28 0.049
H -4.303 4.412 -4.910 0.31 0.11 -0.13 0.062
H -4.854 2.861 -4.394 0.06 -0.09 0.33 0.073
H -2.882 2.919 -2.548 -0.35 -0.44 -0.48 0.079
H -2.686 4.568 -2.880 0.05 0.19 -0.75 0.115
H -3.267 4.499 -0.497 0.12 0.10 -0.12 0.118
H -4.963 4.470 -0.094 -0.18 -0.06 -0.18 0.101
H -4.928 1.922 -0.807 -0.27 0.28 0.07 0.082
H -3.214 2.002 -0.716 0.16 0.34 -0.13 0.045
H -4.124 2.322 0.708 -0.12 0.21 0.06 0.054
H -5.097 5.767 -3.505 0.19 -1.42 -0.47 0.103
H -4.211 6.250 -2.243 0.48 -0.50 0.78 0.119
H -7.115 5.276 -2.103 0.12 -0.03 -0.32 0.077
H -6.526 6.949 -2.132 0.15 -0.02 -0.17 0.072
H -6.224 5.897 -0.765 -0.05 0.20 -0.03 0.054
C -1.546 -0.893 -1.452 0.20 0.18 -0.14 -0.073
C -0.354 0.027 -1.151 -0.84 -0.13 0.23 -0.225
N -0.038 -0.068 0.280 -0.63 0.48 -0.91 -0.170
C 0.696 -1.281 0.547 1.96 -0.25 -0.02 -0.238
C 0.663 -1.798 1.981 -1.72 -0.23 -0.21 -0.037
C 0.538 1.124 0.850 0.39 0.73 1.16 -0.234
C -0.281 2.422 0.695 -0.61 -0.64 0.31 -0.057
H -1.995 -0.658 -2.416 0.19 -0.14 -0.13 0.040
H -2.321 -0.745 -0.700 0.09 -0.03 0.10 0.072
H -1.242 -1.939 -1.422 -0.20 -0.06 -0.06 0.063
H 0.501 -0.205 -1.802 0.19 -0.11 0.06 0.113
H -0.656 1.045 -1.406 0.05 0.08 0.25 0.089
H 1.757 -1.137 0.298 0.00 0.27 -0.07 0.080
H 0.424 -2.049 -0.177 -0.53 -0.10 0.33 0.099
H 1.082 -1.120 2.723 0.07 0.06 -0.08 0.065
H 1.026 -2.813 2.133 0.57 0.11 -0.38 0.052
H -0.406 -1.953 2.177 -0.01 0.27 0.47 0.071
H 0.663 0.891 1.909 -0.15 0.24 0.08 0.081
H 1.567 1.394 0.554 0.18 -0.58 -0.49 0.103
H -0.073 2.925 -0.249 -0.25 0.02 -0.07 0.064
H -1.348 2.197 0.796 -0.06 -0.07 -0.50 0.064
H -0.155 3.142 1.504 0.72 -0.10 -0.02 0.050
C 4.374 -1.052 -2.835 0.45 -0.18 0.06 -0.166
C 5.763 -1.578 -2.377 -0.48 -0.30 -1.58 -0.170
O 5.728 -1.729 -0.990 -0.47 0.59 2.30 -0.193
S 4.429 -1.023 -0.304 0.18 0.09 -1.76 0.673
O 4.685 0.369 -0.071 -0.12 -0.75 -0.54 -0.229
O 3.897 -1.797 0.769 0.60 -0.02 -1.00 -0.224
O 3.554 -1.234 -1.702 -0.48 0.36 2.15 -0.217
H 3.965 -1.673 -3.631 -0.03 0.05 0.04 0.128
H 4.379 -0.007 -3.151 0.08 -0.01 0.14 0.121
H 6.546 -0.903 -2.724 0.16 -0.16 0.31 0.133
H 5.887 -2.594 -2.759 0.31 0.22 -0.17 0.123
C -4.816 -0.097 -4.258 -0.23 -0.46 0.54 -0.161
C -4.367 -1.570 -4.083 -0.72 0.53 -0.54 -0.143
O -3.305 -1.693 -5.026 0.89 -0.44 -1.27 -0.220
S -3.598 -0.809 -6.372 -1.44 0.33 1.26 0.667
O -4.618 -1.380 -7.217 1.00 0.29 1.20 -0.223
O -2.377 -0.384 -6.974 -0.34 -0.25 0.75 -0.219
O -4.238 0.382 -5.460 0.54 -0.14 -1.53 -0.218
H -4.423 0.490 -3.429 -0.01 0.27 -0.18 0.116
H -5.899 -0.004 -4.315 0.00 0.02 0.04 0.134
H -5.137 -2.295 -4.338 -0.10 0.07 0.03 0.131
H -4.039 -1.735 -3.061 0.48 -0.23 -0.20 0.117
C 0.919 3.565 -4.860 -0.94 0.71 1.09 -0.147
C -0.062 3.603 -6.037 1.82 -0.30 0.61 -0.157
O -0.708 2.345 -5.959 -0.69 -1.32 0.73 -0.194
S -0.428 1.541 -4.520 -0.12 0.33 -1.80 0.656
O 0.635 0.593 -4.741 -0.75 0.58 0.23 -0.232
O -1.663 1.083 -3.944 1.45 1.04 -0.53 -0.223
O 0.170 2.851 -3.849 -0.41 -1.14 0.87 -0.217
H 1.031 4.518 -4.348 0.58 0.15 -0.51 0.135
H 1.849 3.035 -5.050 0.03 0.12 -0.15 0.128
H 0.597 3.638 -6.905 -0.66 0.06 -0.48 0.136
H -0.739 4.450 -5.965 -0.28 -0.22 -0.11 0.136
C 3.566 3.485 -2.087 1.10 0.83 0.88 -0.142
C 3.290 3.483 -0.594 -0.03 -0.76 0.05 -0.156
O 3.606 4.810 -0.142 -0.22 0.83 -0.65 -0.184
S 3.444 5.889 -1.349 1.23 -0.20 0.08 0.648
O 4.746 6.430 -1.662 -1.35 -0.67 0.42 -0.236
O 2.354 6.784 -1.129 0.41 -0.85 -0.17 -0.220
O 3.052 4.779 -2.445 -0.73 0.58 -0.65 -0.222
H 3.126 2.676 -2.660 -0.42 0.24 0.00 0.127
H 4.643 3.532 -2.266 0.04 -0.29 -0.07 0.134
H 3.915 2.793 -0.032 -0.02 -0.02 -0.03 0.118
H 2.238 3.254 -0.425 -0.04 0.20 0.20 0.107
C 0.529 -2.537 -4.564 0.56 0.57 -1.03 -0.165
C -0.113 -2.666 -5.954 -1.07 0.51 -0.41 -0.146
O 0.321 -3.923 -6.514 0.98 -0.62 0.66 -0.186
S 1.385 -4.642 -5.514 -0.63 0.93 -0.61 0.632
O 2.713 -4.168 -5.805 -0.93 -0.25 0.38 -0.244
O 1.117 -6.037 -5.447 0.09 0.68 0.14 -0.212
O 0.792 -3.897 -4.216 0.79 -0.57 0.32 -0.200
H -0.015 -2.023 -3.777 -0.54 -0.45 -0.12 0.118
H 1.438 -1.943 -4.696 0.33 -0.42 0.25 0.105
H 0.126 -1.873 -6.660 0.45 0.08 0.25 0.130
H -1.201 -2.677 -5.934 0.03 -0.36 0.28 0.104
C -2.927 -1.193 3.507 -0.32 0.50 -1.68 -0.146
C -2.496 0.179 2.966 0.85 0.31 0.56 -0.159
O -3.651 0.994 2.926 -1.87 0.78 -0.43 -0.219
S -5.051 0.245 3.183 0.82 -1.21 0.73 0.634
O -5.721 -0.205 2.003 0.83 0.43 0.19 -0.225
O -5.824 0.933 4.165 0.75 -0.15 -0.47 -0.221
O -4.308 -1.036 3.879 -0.33 0.13 0.39 -0.210
H -2.282 -1.551 4.302 -0.46 0.01 0.36 0.137
H -2.868 -1.851 2.637 -0.10 -0.45 0.31 0.096
H -2.042 0.134 1.975 -0.05 -0.16 0.01 0.109
H -1.820 0.701 3.648 0.08 -0.12 -0.04 0.126
C 3.045 -3.456 4.556 -0.33 0.15 -1.50 -0.152
C 3.503 -4.194 3.245 -0.53 0.56 1.39 -0.151
O 2.565 -5.254 3.121 -1.21 -0.61 -0.25 -0.207
S 1.450 -5.310 4.288 1.63 -0.41 -0.13 0.645
O 1.393 -6.656 4.764 -0.36 1.04 -0.21 -0.215
O 0.275 -4.596 3.886 0.67 -0.28 0.42 -0.234
O 2.372 -4.451 5.308 -0.69 -0.68 0.37 -0.192
H 2.275 -2.722 4.298 0.41 0.34 -0.04 0.110
H 3.871 -3.005 5.094 -0.13 -0.21 0.30 0.134
H 4.472 -4.673 3.381 0.12 0.28 -0.27 0.126
H 3.407 -3.525 2.394 0.36 -0.10 -0.08 0.090
C -4.246 -5.367 2.189 -1.13 -0.17 0.14 -0.129
C -5.048 -4.052 2.396 1.78 0.59 0.76 -0.167
O -5.254 -3.499 1.117 -0.13 0.00 -1.27 -0.191
S -4.121 -4.009 0.085 -1.26 0.29 0.50 0.653
O -2.967 -3.186 0.319 -0.37 -0.94 -0.33 -0.236
O -4.706 -4.148 -1.220 0.92 0.13 1.34 -0.221
O -4.007 -5.461 0.774 0.27 0.38 -0.45 -0.185
H -4.899 -6.173 2.519 0.31 -0.44 -0.50 0.128
H -3.304 -5.430 2.725 0.04 0.30 0.01 0.129
H -4.374 -3.400 2.956 -0.37 0.26 0.07 0.095
H -5.992 -4.092 2.929 -0.08 -0.41 -0.25 0.140
C 4.312 3.545 5.025 -0.90 -0.95 1.22 -0.126
C 4.410 2.298 5.970 1.12 0.69 -0.58 -0.134
O 3.975 1.187 5.174 -1.17 -0.23 -0.17 -0.196
S 3.041 1.623 3.927 0.07 0.58 -0.20 0.627
O 1.638 1.304 4.037 1.74 0.09 0.45 -0.243
O 3.741 1.269 2.732 -0.36 -0.12 0.54 -0.226
O 3.201 3.180 4.220 -0.74 -0.13 -1.23 -0.217
H 5.233 3.748 4.483 -0.20 -0.01 -0.27 0.133
H 3.879 4.405 5.533 0.82 0.19 0.25 0.132
H 3.865 2.455 6.898 -0.41 -0.38 -0.17 0.127
H 5.445 2.042 6.189 0.00 0.23 0.22 0.129
```
Forces are in eV/Å.

Summary:
Orbital gap, eV: 8.20
Molar mass, g mol⁻¹: 1521.8
Spin multiplicity: 1
Max |F|, hartree/bohr: 0.049
E_HOMO, Ha: -0.3048